[1]
{"formula": "C43H43AsBrN6O3PSeTi", "method": "the ωB97M-V functional and the def2-TZVPD basis", "charge": -2, "largest_force_ha_per_bohr": 0.0152, "mol_weight_g_mol": 1004.48, "lumo_ev": 3.9, "elements": ["Ti", "Br", "C", "C", "C", "C", "C", "N", "C", "O", "O", "H", "H", "H", "C", "C", "C", "C", "C", "C", "P", "C", "C", "C", "C", "C", "C", "C", "C", "C", "C", "C", "C", "H", "H", "H", "H", "H", "H", "H", "H", "H", "H", "H", "H", "H", "H", "C", "As", "C", "C", "O", "H", "H", "H", "H", "H", "H", "H", "H", "H", "C", "C", "C", "C", "C", "C", "C", "C", "N", "H", "H", "H", "H", "H", "H", "H", "H", "H", "Se", "N", "C", "C", "C", "C", "N", "C", "N", "H", "H", "H", "C", "C", "C", "N", "H", "H", "H", "H", "H"], "coordinates": [[-1.6244, 1.4877, 0.8309], [1.7153, 3.1261, 1.4447], [0.1838, 4.2148, 1.5958], [0.3784, 5.5447, 1.9374], [-0.7357, 6.3437, 2.1205], [-1.9887, 5.7791, 1.9813], [-2.0805, 4.4436, 1.6339], [-1.0096, 3.6703, 1.4092], [-3.4291, 3.7481, 1.5279], [-4.4327, 4.4140, 1.7386], [-3.3402, 2.5146, 1.2330], [1.3824, 5.9219, 2.0615], [-0.6177, 7.3877, 2.3842], [-2.9103, 6.3220, 2.1350], [3.4191, -3.8327, 1.2409], [3.9868, -2.5682, 1.1969], [3.6905, -1.7125, 0.1431], [2.8412, -2.1069, -0.8869], [2.2632, -3.3728, -0.8215], [2.5533, -4.2301, 0.2285], [2.5136, -0.9084, -2.2534], [3.7748, -1.5272, -3.4627], [4.9254, -2.2324, -3.1137], [5.8870, -2.5575, -4.0637], [5.7207, -2.1848, -5.3885], [4.5779, -1.4822, -5.7539], [3.6239, -1.1581, -4.8039], [0.9374, -1.4700, -2.9756], [0.8911, -2.6368, -3.7605], [-0.3177, -3.1020, -4.2400], [-1.4775, -2.3960, -3.9125], [-1.4024, -1.2503, -3.1385], [-0.2002, -0.7047, -2.6302], [3.6360, -4.4997, 2.0677], [4.6415, -2.2364, 1.9947], [4.1056, -0.7101, 0.1286], [1.5573, -3.6714, -1.5859], [2.0856, -5.2076, 0.2682], [5.0692, -2.5462, -2.0867], [6.7684, -3.1131, -3.7631], [6.4669, -2.4441, -6.1304], [4.4275, -1.1885, -6.7865], [2.7293, -0.6231, -5.1021], [1.8034, -3.1775, -4.0014], [-0.3633, -3.9953, -4.8549], [-2.4414, -2.7477, -4.2709], [-2.3413, -0.7440, -2.9167], [-1.1563, 3.9658, -1.8428], [-0.3489, 2.1976, -2.0327], [1.5061, 2.7585, -2.2491], [-0.6882, 1.7421, -3.8844], [-0.2142, 1.4812, -0.4859], [-1.4003, 4.3282, -2.8428], [-0.4364, 4.6448, -1.3830], [-2.0722, 3.9167, -1.2623], [1.6665, 3.1030, -3.2723], [2.1536, 1.9053, -2.0461], [1.7276, 3.5630, -1.5498], [-0.6259, 2.6944, -4.4229], [-1.6693, 1.2980, -4.0107], [0.0914, 1.0541, -4.1902], [-2.9612, 1.0140, 4.4090], [-1.5455, 0.5813, 4.6684], [-1.1382, 0.2094, 5.9401], [0.1671, -0.1973, 6.1899], [1.0718, -0.2244, 5.1386], [0.7084, 0.1397, 3.8465], [1.7347, 0.0596, 2.7476], [-0.6218, 0.5583, 3.5922], [-1.0521, 0.9340, 2.3560], [-3.6353, 0.6056, 5.1650], [-3.2941, 0.6982, 3.4203], [-3.0546, 2.1047, 4.4309], [-1.8639, 0.2281, 6.7480], [0.4737, -0.4847, 7.1892], [2.0954, -0.5427, 5.3172], [2.6152, 0.6618, 2.9956], [1.3269, 0.3926, 1.7965], [2.0765, -0.9668, 2.6119], [-4.0084, 2.2991, -2.8209], [-5.2082, 0.9381, -2.5150], [-4.7285, 0.2123, -1.5064], [-5.3321, -0.8749, -0.8684], [-4.6987, -1.4614, 0.2587], [-3.5105, -1.0075, 0.7300], [-2.8506, 0.0327, 0.0943], [-3.4104, 0.5991, -0.9866], [-2.7880, 1.6198, -1.5805], [-6.2955, -1.2309, -1.2116], [-5.1768, -2.2916, 0.7683], [-2.9996, -1.4267, 1.5846], [-1.5645, -3.0859, 3.7397], [-0.5187, -3.5839, 2.7396], [-0.3468, -2.6655, 1.6126], [-0.2202, -1.9205, 0.7480], [-1.5903, -3.7431, 4.6104], [-2.5545, -3.0707, 3.2839], [-1.3305, -2.0767, 4.0747], [-0.8022, -4.5590, 2.3370], [0.4542, -3.7068, 3.2208]], "mulliken_charge": [-0.159, 0.031, -0.031, -0.813, -0.427, -0.888, 0.408, 0.997, 0.349, -0.809, -0.336, 0.462, 0.407, 0.566, -0.547, -0.642, -0.179, 0.359, 0.016, -0.699, -0.073, 0.149, -0.381, -0.669, -0.416, -0.700, -0.273, -0.081, -0.041, -0.837, -0.938, -0.542, 0.726, 0.335, 0.399, 0.281, 0.319, 0.381, 0.322, 0.373, 0.334, 0.383, 0.335, 0.448, 0.331, 0.378, 0.268, -1.371, 1.379, -1.146, -1.376, 0.367, 0.522, 0.322, 0.199, 0.418, 0.072, 0.347, 0.507, 0.315, 0.198, -1.420, 1.115, -0.670, -0.745, -0.709, 1.272, -0.963, -0.705, 0.811, 0.444, 0.082, 0.228, 0.352, 0.369, 0.403, 0.607, -0.725, 0.102, -0.156, -1.147, 0.941, -1.103, -0.766, -0.625, 1.082, 0.072, -0.442, 0.333, 0.334, 0.093, -0.983, -0.421, -0.019, -0.114, 0.416, 0.305, 0.085, 0.395, 0.244]}


[2]
{"formula": "C2H3N5O", "method": "the ωB97M-V functional and the def2-TZVPD basis", "largest_force_ha_per_bohr": 0.0996, "mol_weight_g_mol": 113.08, "lumo_ev": -0.3, "relative_energy_kj_mol": 641.7, "smiles": "[H]/N=C\\N=c1/nno[nH]1", "elements": ["H", "N", "C", "N", "C", "N", "N", "O", "N", "H", "H"], "coordinates": [[3.0038, 0.0126, -1.5527], [2.9746, 0.6657, -0.5522], [1.7281, 0.8273, -0.2380], [0.5527, -0.0979, -0.7269], [-0.5894, -0.1658, -0.1693], [-1.1535, 0.7984, 0.9460], [-2.2845, 0.5430, 1.2940], [-2.6768, -0.6610, 0.6761], [-1.5193, -1.2463, 0.0879], [1.5852, 1.1415, 0.9132], [-1.6208, -1.8176, -0.6782]], "mulliken_charge": [0.286, -0.488, 0.091, -0.482, 0.470, -0.074, -0.082, -0.098, -0.165, 0.258, 0.285]}


Q: Which orbital gap values were calculated for the entries above? A: 3.500, 9.827, in eV.
Q: Which calculated total energy values were calculated for the entries above? A: -10620.7299, -426.8132, in Ha.